(1)
{"formula": "C3H9NO2", "method": "wB97M-V/def2-TZVPD", "e_above_lowest_kcal_mol": 144.3, "homo_energy_ev": -9.2, "mol_weight_g_mol": 91.110, "e_lumo_ev": -2.1, "orbital_gap_ev": 7.03, "spin_multiplicity": 1, "elements": ["O", "C", "C", "C", "N", "H", "H", "H", "H", "H", "H", "H", "H", "H", "O"], "positions_angstrom": [[-1.3931, 0.9327, 0.1851], [-0.1925, 1.1992, -0.1591], [0.7923, 0.3099, 0.1798], [2.2286, 0.3437, -0.2324], [0.3619, -0.6852, 1.1884], [0.0595, 2.2173, -0.6074], [-0.4564, -1.8269, -0.3667], [2.6418, -0.5872, -0.6539], [2.8183, 0.5357, 0.7008], [2.3681, 1.0894, -1.0423], [-0.4565, -0.3476, 1.7312], [-0.2076, -1.4603, 0.3439], [-3.6053, -0.5687, -0.6938], [-2.1767, -0.1936, -0.2134], [-2.7824, -0.9584, -0.3603]], "atomic_forces_ev_per_a": [[2.95, 2.43, -0.93], [-3.58, 2.15, 0.53], [0.62, -3.94, 5.44], [0.22, -0.04, 0.01], [3.34, 4.76, -2.64], [-0.33, -1.28, 0.15], [-0.55, -0.49, 0.56], [-0.54, -0.03, 0.25], [-0.22, 0.16, -1.06], [0.09, -0.11, 0.81], [0.03, -0.11, -1.20], [-0.88, -2.13, -1.56], [0.31, -0.27, 0.15], [-0.71, -0.79, -0.03], [-0.78, -0.30, -0.48]], "nbo_charge": [-0.5978, 0.3027, 0.1148, -0.6702, -0.5127, 0.1578, 0.0823, 0.2474, 0.2488, 0.2294, 0.3954, 0.0531, 0.4579, 0.4726, -0.9816]}

***

(2)
{"formula": "C7H9Cl", "method": "wB97M-V/def2-TZVPD", "e_above_lowest_kcal_mol": 59.7, "s_squared": 2.007, "homo_energy_ev": [-5.1, -9.9], "mol_weight_g_mol": 128.602, "e_lumo_ev": [0.9, -2.0], "orbital_gap_ev": [6.03, 7.87], "spin_multiplicity": 3, "elements": ["C", "C", "C", "C", "C", "C", "C", "Cl", "H", "H", "H", "H", "H", "H", "H", "H", "H"], "positions_angstrom": [[-0.2458, 0.5628, 1.0337], [1.1869, 0.1460, 1.3081], [-0.5471, -1.2896, -0.1366], [-1.1139, -0.7494, 1.1637], [0.0637, 0.1700, -0.4474], [1.5156, -0.0597, 0.0559], [-0.1126, 1.0956, -1.7082], [2.9217, -0.0453, -0.8180], [-0.8806, 1.5515, 1.1038], [1.6623, -0.0139, 2.2710], [0.3403, -1.9386, 0.0759], [-1.2936, -1.7420, -0.8925], [-2.1462, -0.4979, 0.8243], [-0.9294, -1.2447, 2.1374], [-0.2658, 2.1033, -1.2041], [-0.9241, 1.0858, -2.4309], [0.7685, 0.8662, -2.3362]], "atomic_forces_ev_per_a": [[-1.45, 0.92, -0.93], [-2.34, 3.24, 10.28], [0.45, -0.59, -1.41], [-0.63, 1.15, -0.10], [0.67, -1.69, -1.44], [0.22, -1.82, -9.57], [0.27, 0.07, 1.68], [1.01, 0.68, -0.25], [1.72, -1.42, 0.87], [-0.07, -0.29, -0.22], [-1.01, -0.04, -0.70], [1.30, 0.56, 1.29], [0.25, -0.06, 1.48], [-0.81, -0.12, -0.76], [1.17, -0.70, -1.14], [-0.69, -0.99, 0.50], [-0.05, 1.10, 0.42]], "mulliken_spin": [0.1383, 0.6888, 0.0743, 0.0467, -0.0368, 0.8284, 0.0189, 0.1858, 0.0408, 0.0207, 0.0092, 0.0023, 0.0086, -0.0162, -0.0076, 0.0000, -0.0022]}

***

(3)
{"formula": "C33H43CoN5P2", "method": "wB97M-V/def2-TZVPD", "s_squared": 3.778, "homo_energy_ev": [-6.5, -6.5], "mol_weight_g_mol": 630.623, "e_lumo_ev": [-0.1, -0.1], "orbital_gap_ev": [6.38, 6.35], "spin_multiplicity": 4, "elements": ["Co", "C", "C", "C", "C", "C", "C", "C", "C", "C", "H", "H", "H", "H", "H", "H", "H", "H", "H", "H", "H", "H", "H", "H", "H", "P", "P", "N", "N", "N", "N", "C", "C", "C", "C", "C", "C", "C", "C", "C", "C", "C", "C", "C", "C", "C", "C", "C", "C", "H", "H", "H", "H", "H", "H", "H", "H", "H", "H", "H", "H", "H", "H", "H", "H", "H", "H", "H", "H", "C", "C", "C", "C", "C", "C", "N", "H", "H", "H", "H", "H", "H", "H", "H"], "positions_angstrom": [[0.0000, 0.0000, 0.0000], [-1.0482, -1.9305, -0.3677], [-0.2559, -1.6782, -1.4830], [-0.7669, -1.1456, -2.8115], [-0.6772, 0.3956, -2.9279], [-0.9885, 1.1319, -1.6439], [-1.9794, 0.8011, -0.7255], [-2.9835, -0.3267, -0.8969], [-2.5301, -1.6543, -0.2422], [0.5924, 1.7563, 0.9382], [-0.6415, -2.5957, 0.3918], [0.7287, -2.1395, -1.5026], [-1.7955, -1.4803, -2.9719], [-0.1716, -1.5879, -3.6170], [0.3428, 0.6678, -3.2200], [-1.3355, 0.7462, -3.7376], [-0.5547, 2.1276, -1.5712], [-2.2290, 1.5507, 0.0217], [-3.1903, -0.4778, -1.9600], [-3.9312, -0.0226, -0.4404], [-2.7647, -1.6178, 0.8270], [-3.1105, -2.4918, -0.6588], [0.7915, 1.5909, 2.0019], [-0.1632, 2.5457, 0.8354], [1.5238, 2.1053, 0.4731], [-1.5704, 2.0273, -8.4585], [-0.5811, -0.9870, -8.3219], [-3.0584, 2.7559, -7.9067], [-0.9713, 3.1846, -9.6007], [-1.9321, -1.9362, -7.7961], [0.5053, -2.1838, -8.9826], [-2.2884, 0.7813, -9.6264], [-1.2658, -0.3264, -9.9115], [-3.4558, 2.6302, -6.5760], [-4.7671, 3.0288, -6.4748], [-5.1970, 3.4132, -7.7821], [-4.1389, 3.2299, -8.6422], [0.1039, 4.0144, -9.2776], [0.3112, 4.8850, -10.3166], [-0.6643, 4.5930, -11.3189], [-1.4387, 3.5555, -10.8630], [-2.1401, -2.1900, -6.4390], [-3.2166, -3.0300, -6.3119], [-3.6952, -3.3121, -7.6282], [-2.8977, -2.6387, -8.5195], [0.2229, -3.3163, -9.7379], [1.3984, -3.7672, -10.2926], [2.4416, -2.8813, -9.8820], [1.8713, -1.9208, -9.0815], [-2.5761, 1.3154, -10.5394], [-3.1925, 0.3375, -9.2000], [-1.7163, -1.1687, -10.4494], [-0.4612, 0.0755, -10.5339], [-2.7563, 2.2664, -5.8378], [-5.3503, 3.0625, -5.5651], [-6.1689, 3.8024, -8.0539], [-4.0484, 3.4061, -9.7025], [0.6111, 3.8897, -8.3320], [1.0807, 5.6428, -10.3633], [-0.7774, 5.0871, -12.2742], [-2.2673, 3.0445, -11.3285], [-1.4915, -1.7362, -5.7041], [-3.6263, -3.3972, -5.3814], [-4.5396, -3.9355, -7.8891], [-2.9405, -2.5889, -9.5965], [-0.7826, -3.7020, -9.7972], [1.5059, -4.6498, -10.9087], [3.4908, -2.9565, -10.1310], [2.2939, -1.0698, -8.5676], [2.9967, -1.7657, 0.3526], [2.0273, -1.6388, 1.4733], [2.1876, -2.1959, 2.7316], [1.0733, -1.8453, 3.4679], [0.2819, -1.0926, 2.6275], [-1.0389, -0.4904, 2.9895], [0.8618, -0.9699, 1.4160], [2.6411, -1.2072, -0.5344], [3.1171, -2.8399, 0.0942], [3.9774, -1.3544, 0.6696], [3.0206, -2.7929, 3.0817], [0.8601, -2.1068, 4.4966], [-1.7536, -1.2871, 3.2825], [-0.9101, 0.2150, 3.8373], [-1.4606, 0.0676, 2.1287]], "atomic_forces_ev_per_a": [[0.68, 1.00, 1.44], [0.33, -0.85, -1.93], [-1.23, -0.91, 0.57], [-0.04, 0.20, 0.11], [0.11, -0.25, 0.14], [-1.71, -0.05, 0.41], [0.08, 0.67, -1.71], [0.15, -0.11, 0.01], [0.09, 0.35, 0.06], [0.02, 0.31, -0.51], [0.08, 0.40, -0.03], [0.00, 0.19, 0.19], [0.16, 0.02, 0.01], [-0.04, 0.03, 0.14], [-0.11, -0.02, -0.02], [0.10, 0.01, 0.18], [0.13, -0.25, 0.27], [0.31, -0.17, 0.10], [0.02, 0.06, 0.16], [0.16, -0.01, -0.05], [0.01, -0.04, -0.13], [0.21, 0.12, 0.06], [-0.08, -0.10, -0.22], [0.12, 0.07, -0.01], [-0.06, 0.10, 0.07], [-0.69, 0.53, 0.05], [0.45, -0.46, -0.29], [-0.09, -0.07, 0.05], [0.07, 0.07, -0.11], [-0.07, -0.11, -0.01], [0.03, -0.08, -0.14], [0.09, 0.04, -0.18], [-0.32, -0.07, 0.09], [-0.33, 0.19, -0.50], [0.39, -0.06, -0.11], [0.35, -0.03, -0.21], [-0.05, -0.15, 0.65], [-0.33, -0.01, -0.49], [-0.10, -0.27, 0.26], [-0.20, -0.29, 0.14], [0.50, 0.29, 0.28], [-0.32, -0.18, -0.48], [0.30, 0.25, -0.08], [0.21, 0.19, -0.23], [0.02, 0.02, 0.64], [0.59, 0.27, -0.05], [-0.28, 0.16, 0.22], [-0.27, 0.20, 0.23], [-0.35, -0.43, -0.20], [-0.06, -0.42, 0.13], [0.06, 0.26, 0.20], [0.09, 0.30, -0.14], [0.20, -0.23, 0.22], [-0.08, 0.05, -0.05], [0.08, -0.01, -0.12], [0.13, -0.07, 0.03], [-0.03, 0.02, 0.09], [-0.04, 0.04, -0.11], [-0.10, -0.10, 0.01], [0.01, -0.06, 0.13], [0.12, 0.16, 0.02], [-0.07, -0.05, -0.07], [0.05, 0.04, -0.12], [0.11, 0.08, 0.03], [-0.02, -0.03, 0.14], [0.09, -0.01, 0.02], [-0.02, 0.12, 0.08], [-0.13, 0.02, 0.04], [0.00, -0.10, -0.04], [0.22, 0.00, -0.32], [1.10, -0.83, 0.39], [1.08, -0.41, -0.59], [-0.91, 0.23, 0.63], [-0.80, -0.09, 1.25], [-0.19, 0.15, -0.04], [0.11, -0.24, 0.00], [0.33, -0.25, 0.26], [0.12, 0.67, -0.11], [-0.43, -0.27, -0.44], [0.01, 0.09, -0.17], [-0.04, 0.08, -0.09], [0.19, 0.54, -0.10], [-0.32, -0.31, -0.50], [0.03, -0.12, 0.45]], "mulliken_spin": [2.6269, -0.0613, 0.0431, -0.0005, 0.0356, -0.0789, 0.0945, 0.0054, 0.0470, 0.2631, -0.0201, -0.0066, 0.0021, -0.0003, -0.0043, -0.0105, -0.0072, -0.0109, 0.0034, 0.0012, -0.0025, -0.0066, -0.0273, -0.0040, -0.0151, 0.0000, 0.0000, 0.0000, 0.0000, 0.0000, 0.0000, 0.0000, -0.0001, -0.0002, -0.0001, 0.0000, 0.0000, 0.0000, 0.0000, 0.0000, 0.0000, 0.0017, 0.0001, 0.0000, -0.0001, 0.0000, 0.0000, 0.0000, 0.0000, 0.0000, 0.0000, 0.0000, 0.0000, 0.0001, 0.0000, 0.0000, 0.0000, 0.0000, 0.0000, 0.0000, 0.0000, -0.0021, 0.0000, 0.0000, 0.0000, 0.0000, 0.0000, 0.0000, 0.0000, 0.0027, 0.0137, 0.0150, 0.0208, 0.0034, 0.0209, 0.0576, 0.0034, 0.0009, 0.0016, 0.0012, -0.0003, 0.0027, 0.0020, -0.0114]}